[1]
{"formula": "C12H14IN3O3Pt", "method": "ωB97M-V with the def2-TZVPD basis set", "total_charge": 2, "total_energy_ha": -1271.66624, "multiplicity": 5, "de_lowest_ev": 2.602, "s2": 6.0229, "homo_ha": [-0.534, -0.602], "max_force_ev_per_a": 5.08, "symbols": ["C", "C", "H", "H", "H", "H", "H", "H", "C", "C", "C", "C", "H", "H", "H", "H", "N", "C", "C", "N", "C", "C", "C", "H", "H", "C", "H", "H", "Pt", "I", "O", "N", "O", "O"], "xyz": [[1.99604, 0.00591, 2.49946], [-1.10454, 0.38667, 2.86702], [1.60808, -0.43251, 3.43474], [1.95766, 1.10994, 2.63300], [2.86006, -0.39307, 2.03572], [-2.08457, -0.02402, 2.74067], [-0.49232, 0.04086, 3.67246], [-0.92070, 1.44539, 2.76465], [2.30776, -1.33385, -0.41014], [2.77894, -1.76310, -1.64598], [1.89274, -1.80034, -2.73502], [0.56559, -1.42158, -2.54071], [2.88601, -1.43868, 0.48942], [3.81249, -2.08098, -1.72855], [2.19782, -2.12823, -3.72787], [-0.21094, -1.46918, -3.29869], [1.08200, -0.79555, -0.29975], [0.17813, -0.88956, -1.30691], [-1.11896, -0.27993, -1.04428], [-1.27626, 0.26661, 0.18547], [-2.35222, 1.01440, 0.49223], [-3.14273, 0.81545, -1.74972], [-3.30418, 1.33578, -0.46133], [-2.44045, 1.36808, 1.50806], [-4.11864, 1.99888, -0.19575], [-2.07159, -0.01946, -2.02424], [-1.83908, -0.39065, -3.01969], [-3.79717, 1.09378, -2.56339], [0.26640, -0.15364, 1.56329], [-0.06916, -2.67691, 2.37443], [2.14524, 1.70210, -0.41557], [0.99037, 2.14386, -0.19619], [0.33291, 2.87186, -0.93820], [0.48528, 1.89167, 1.04134]], "forces_ev_per_a": [[-0.7, 1.8, 1.8], [0.7, 1.2, 1.2], [1.2, -0.2, 0.1], [1.1, -0.7, 0.1], [0.8, -0.3, 0.1], [-0.3, -0.2, 0.4], [-0.5, -0.4, 1.4], [-1.1, 0.5, 0.5], [-0.4, 0.0, -1.1], [-0.4, -0.1, -0.1], [-0.1, 0.1, 0.2], [-0.3, 0.4, 0.6], [0.3, 0.2, -0.1], [-0.2, -0.1, -0.1], [0.1, 0.0, 0.3], [0.5, -0.2, -0.2], [-0.3, -1.0, 0.3], [1.4, -0.2, -0.3], [-1.0, 1.3, 0.2], [-1.0, -1.0, -0.3], [-0.2, -0.1, -0.8], [0.0, 0.1, 0.2], [0.3, -0.3, -0.3], [-0.1, 0.2, -0.4], [0.0, -0.1, -0.1], [0.8, -0.2, -0.1], [-0.6, 0.2, 0.1], [-0.2, 0.0, 0.1], [-1.0, -3.0, -3.1], [-0.3, -1.6, 0.2], [-2.9, 1.0, 0.8], [0.2, 2.0, -0.1], [1.5, -2.3, 1.7], [2.3, 3.0, -3.4]], "mulliken_spin": [0.263, 0.241, 0.019, -0.013, 0.005, 0.011, 0.022, 0.006, -0.005, 0.016, -0.003, 0.011, 0.001, 0.002, 0.000, 0.000, 0.095, 0.000, 0.002, 0.075, 0.008, -0.002, 0.007, 0.001, 0.002, 0.007, 0.001, 0.000, 0.860, 1.277, 0.385, -0.043, 0.184, 0.566]}


[2]
{"formula": "C12H14N4O2S", "method": "ωB97M-V with the def2-TZVPD basis set", "total_energy_ha": -1233.39854, "smiles": "Cc1cc(C)nc(NS(=O)(=O)c2ccc(N)cc2)n1", "de_lowest_ev": 0.054, "homo_ha": -0.309, "max_force_ev_per_a": 1.24, "symbols": ["C", "C", "C", "C", "C", "N", "C", "N", "S", "O", "O", "C", "C", "C", "C", "N", "C", "C", "N", "H", "H", "H", "H", "H", "H", "H", "H", "H", "H", "H", "H", "H", "H"], "xyz": [[2.85404, 0.35834, -0.00631], [1.98230, -0.67727, -0.63728], [2.49570, -1.86378, -1.14760], [1.59503, -2.75935, -1.71837], [2.03538, -4.07090, -2.28224], [0.30008, -2.47705, -1.78357], [-0.09172, -1.30986, -1.28549], [-1.42173, -1.01130, -1.35046], [-1.90405, 0.61489, -1.51666], [-1.01503, 1.28839, -2.41253], [-3.28916, 0.51873, -1.87806], [-1.75629, 1.25745, 0.12815], [-0.67266, 2.04393, 0.46737], [-0.58861, 2.56580, 1.74235], [-1.59144, 2.30821, 2.68188], [-1.48849, 2.78655, 3.96323], [-2.68017, 1.50719, 2.31191], [-2.75850, 0.98613, 1.03994], [0.68389, -0.40555, -0.70126], [2.29929, 0.88198, 0.76604], [3.75136, -0.09060, 0.41277], [3.14918, 1.08386, -0.76401], [3.54931, -2.08797, -1.10281], [2.28390, -4.75579, -1.47136], [2.92016, -3.94097, -2.90121], [1.23217, -4.50138, -2.87186], [-1.98780, -1.68466, -1.84726], [0.08090, 2.23218, -0.28027], [0.25033, 3.18548, 2.02539], [-0.84155, 3.53944, 4.12857], [-2.32079, 2.79038, 4.52703], [-3.45714, 1.30490, 3.03580], [-3.59788, 0.38259, 0.72818]], "forces_ev_per_a": [[0.0, 0.0, 0.0], [0.1, -0.3, -0.1], [-0.2, 0.0, 0.0], [0.2, 0.3, 0.1], [0.0, 0.0, 0.0], [-0.5, -0.2, -0.2], [1.2, -0.1, 0.3], [-0.7, 0.7, -0.1], [-0.2, -0.4, 0.0], [0.2, 0.0, 0.4], [0.0, -0.2, 0.3], [0.0, -0.2, -0.8], [0.0, 0.1, 0.1], [0.0, 0.0, -0.1], [-0.1, -0.2, -0.2], [0.1, 0.1, 0.2], [0.1, 0.1, 0.1], [-0.1, 0.0, 0.0], [0.0, 0.1, 0.0], [0.0, 0.0, 0.1], [0.1, 0.0, 0.0], [0.1, 0.1, 0.0], [0.1, 0.0, 0.0], [0.0, -0.1, 0.0], [0.1, 0.0, 0.0], [0.0, 0.0, 0.0], [-0.2, 0.2, -0.1], [0.1, 0.1, 0.0], [0.1, 0.1, 0.0], [-0.1, 0.0, 0.0], [0.1, 0.1, 0.0], [-0.1, 0.0, 0.0], [-0.1, 0.0, 0.1]], "mulliken_charge": [-1.351, 0.793, -0.888, 0.814, -1.205, -0.616, 0.128, -0.225, 1.314, -0.667, -0.743, -0.029, -0.290, -0.817, 1.048, -0.520, -0.706, -0.573, -0.073, 0.311, 0.422, 0.253, 0.384, 0.261, 0.348, 0.362, 0.289, 0.555, 0.278, 0.220, 0.215, 0.286, 0.421]}


[3]
{"formula": "C12H14NO2", "method": "ωB97M-V with the def2-TZVPD basis set", "total_charge": -1, "total_energy_ha": -670.95384, "de_lowest_ev": 1.066, "homo_ha": -0.171, "max_force_ev_per_a": 2.49, "symbols": ["C", "C", "C", "C", "C", "C", "C", "C", "C", "N", "H", "H", "H", "H", "H", "H", "H", "H", "H", "C", "C", "C", "O", "O", "H", "H", "H", "H", "H"], "xyz": [[-3.22007, 2.65314, 0.31542], [-0.86915, -0.26302, -0.18037], [-2.15759, 0.33288, -0.36013], [-2.22342, 1.56193, 0.32686], [-0.96983, 1.73812, 0.85507], [-0.42825, -1.39315, -0.88892], [-1.41053, -1.89733, -1.75700], [-2.78093, -1.52363, -1.74137], [-3.10532, -0.32445, -1.14070], [-0.22830, 0.54541, 0.76027], [0.53654, -1.80731, -0.65041], [-1.20601, -2.70093, -2.43578], [0.83833, 0.64041, 0.81023], [-3.46657, -2.26057, -2.16074], [-0.67955, 2.48358, 1.58848], [-4.03277, 0.25219, -1.24364], [-3.91105, 2.48531, 1.15535], [-3.84006, 2.67137, -0.62097], [-2.69952, 3.60331, 0.32748], [3.13118, -1.11963, 0.96406], [4.11349, -0.97801, -0.20307], [3.27862, 0.21041, 1.77060], [2.28081, 0.99041, 1.63326], [4.33599, 0.27026, 2.39670], [2.16735, -1.34243, 0.60511], [3.44272, -2.00400, 1.51781], [5.19342, -0.89465, -0.03708], [3.91005, -0.05741, -0.76780], [4.00043, -1.87222, -0.83871]], "forces_ev_per_a": [[-1.4, -0.6, -0.8], [-0.2, 1.2, 1.4], [0.1, -1.4, -1.1], [1.9, 1.0, -0.4], [-0.4, -1.9, 1.5], [-1.8, 0.9, -0.1], [0.0, -0.8, 0.9], [1.1, 0.3, -0.2], [-0.7, 0.6, 0.3], [1.1, 1.0, -1.7], [0.2, -0.1, -0.6], [0.4, -0.6, 0.1], [-0.8, -0.3, 0.7], [-0.1, 0.8, -0.4], [0.3, 0.1, -0.4], [-0.2, -0.9, 0.0], [0.0, 0.7, -0.2], [0.5, -0.2, 0.7], [-0.2, 0.2, 0.5], [2.4, 0.5, 0.3], [-0.1, -0.4, -1.2], [-1.5, -1.7, -0.5], [1.0, 0.4, 0.3], [0.1, 1.1, 0.4], [-1.3, 0.2, -0.6], [0.1, 0.1, 0.5], [-0.3, -0.2, 1.0], [-0.3, -0.3, -0.2], [0.0, 0.4, -0.3]], "mulliken_charge": [-1.276, 0.132, 0.688, 0.280, -0.483, -0.629, -0.469, -0.769, -0.243, -0.001, 0.252, 0.367, 0.272, 0.354, 0.399, 0.259, 0.258, 0.314, 0.371, 0.236, -1.212, 0.446, -0.799, -0.730, -0.278, 0.305, 0.329, 0.302, 0.325]}


[4]
{"formula": "C12H14NO2", "method": "ωB97M-V with the def2-TZVPD basis set", "total_charge": 1, "total_energy_ha": -670.53966, "smiles": "CCC(=[NH+]/C)/C(O)=c1/ccccc1=C=O", "de_lowest_ev": 1.144, "homo_ha": [-0.408, -0.408], "max_force_ev_per_a": 5.89, "symbols": ["C", "C", "C", "N", "C", "C", "O", "C", "C", "C", "C", "C", "C", "C", "O", "H", "H", "H", "H", "H", "H", "H", "H", "H", "H", "H", "H", "H", "H"], "xyz": [[2.29062, 0.63633, -1.78359], [1.90445, -0.11280, -0.48090], [0.62218, -0.86962, -0.73949], [0.78360, -1.99068, -1.44175], [-0.24666, -2.83154, -1.98509], [-0.61780, -0.27898, -0.40893], [-1.63425, -0.56490, -1.28548], [-0.93493, 0.67627, 0.67864], [-1.96925, 1.54456, 0.48453], [-2.32261, 2.31423, 1.53455], [-1.59924, 2.26917, 2.76945], [-0.52276, 1.45552, 2.90432], [-0.16976, 0.53725, 1.89986], [0.72771, -0.43046, 2.16258], [1.43084, -1.24462, 2.46451], [2.08573, -0.00267, -2.70805], [3.37912, 0.90645, -1.89646], [1.75611, 1.62370, -1.74387], [1.90267, 0.52344, 0.33038], [2.88055, -0.71404, -0.53424], [1.74337, -2.23142, -1.70992], [0.24275, -3.68099, -2.36162], [-0.86330, -3.19468, -1.20976], [-0.80791, -2.39860, -2.89222], [-2.32902, -0.61655, -0.70520], [-2.62399, 1.19992, -0.33015], [-3.19114, 2.92181, 1.47397], [-1.86295, 3.03751, 3.57372], [-0.05410, 1.51637, 3.94023]], "forces_ev_per_a": [[-0.3, 1.5, -1.2], [2.7, -2.2, -3.1], [0.3, 0.8, 1.3], [0.5, 0.5, -0.5], [-0.5, 0.8, -2.0], [1.2, 0.3, 0.4], [2.1, 0.3, -1.4], [3.9, -3.9, -2.2], [-1.6, -1.3, 0.2], [0.0, 0.3, 1.3], [-0.5, 2.1, -0.1], [0.3, 0.8, 3.4], [-1.5, 1.7, -0.8], [-1.1, 0.7, -0.6], [1.3, -1.4, 0.6], [-0.2, 1.1, 1.2], [-1.0, -0.4, 0.7], [0.2, -0.9, -0.9], [0.0, 1.3, 1.5], [-1.8, -0.3, 1.5], [-0.7, 0.3, 0.2], [0.7, -1.2, -0.5], [-1.2, -0.1, 0.7], [0.7, -0.4, 1.7], [-3.5, -0.7, 1.4], [0.3, 1.6, 0.0], [-0.6, 0.6, 0.0], [0.4, -1.5, -1.2], [-0.2, -0.5, -1.7]], "mulliken_charge": [-1.187, -0.947, 0.132, -0.101, -0.991, 0.946, -0.561, 0.359, -0.398, -0.505, -0.568, -0.747, 0.649, 0.106, -0.194, 0.296, 0.389, 0.298, 0.344, 0.346, 0.348, 0.417, 0.334, 0.252, 0.364, 0.475, 0.460, 0.333, 0.351]}